No. 1
20
Properties=species:S:1:pos:R:3:nbo_charge:R:1 method="wB97M-V/def2-TZVPD" homo_energy_ev=-8.2 fmax_ha_per_bohr=0.044 multiplicity=1 charge=0 energy_ev=-8931.8563 e_lumo_ev=0.91 orbital_gap_ev=9.092 smiles=CN(C)CCCO
C -0.68068 0.78990 0.49271 -0.46
C -0.95569 2.29352 0.58150 -0.06
O -1.81640 2.69156 -0.49304 -0.73
C 0.76999 0.44013 0.03222 -0.21
N 0.93323 -0.93661 -0.42811 -0.45
C -0.12685 -1.54545 -1.27612 -0.42
C 1.33298 -1.86885 0.65206 -0.42
H -1.44793 0.25010 -0.04610 0.21
H -0.69846 0.33849 1.50087 0.21
H -0.00882 2.83918 0.62237 0.17
H -1.58250 2.45043 1.45561 0.18
H -1.80056 2.04231 -1.20851 0.46
H 1.16415 1.08798 -0.75803 0.19
H 1.43568 0.52787 0.89779 0.20
H 0.45341 -2.05361 -2.04503 0.20
H -0.80260 -2.23671 -0.79524 0.18
H -0.67357 -0.72975 -1.76162 0.19
H 1.06047 -1.55273 1.65681 0.18
H 1.01654 -2.85640 0.30781 0.20
H 2.42762 -1.97134 0.61205 0.19

No. 2
20
Properties=species:S:1:pos:R:3:nbo_charge:R:1 method="wB97M-V/def2-TZVPD" homo_energy_ev=-10.0 fmax_ha_per_bohr=0.056 multiplicity=1 charge=0 energy_ev=-8933.4000 e_lumo_ev=0.88 orbital_gap_ev=10.845 smiles="CCC(N)=O.CC"
C 0.22613 -1.97242 1.70826 -0.62
C 0.37716 -1.95070 0.14673 -0.61
H 0.85991 -1.26355 2.26058 0.21
H -0.80019 -1.63624 1.83615 0.20
H 0.44619 -2.94867 2.11857 0.21
H -0.63429 -2.02148 -0.26475 0.20
H 0.87278 -1.11661 -0.26472 0.21
H 0.84773 -2.89578 -0.16769 0.21
C -0.77259 1.21724 -0.50200 -0.51
C -1.22426 0.45479 -1.72775 -0.62
C 0.68540 1.63082 -0.54658 0.69
O 1.46094 1.47885 -1.44625 -0.59
N 1.14725 2.25537 0.64695 -0.88
H -1.37806 2.10660 -0.31638 0.23
H -0.82067 0.59560 0.40045 0.22
H -0.43149 -0.22425 -2.06132 0.23
H -1.41075 1.07146 -2.63079 0.22
H 2.07104 2.68225 0.61547 0.40
H 0.62443 2.51677 1.49555 0.39
H -2.14665 0.01994 -1.30048 0.21

No. 3
20
Properties=species:S:1:pos:R:3:nbo_charge:R:1 method="wB97M-V/def2-TZVPD" homo_energy_ev=-8.1 fmax_ha_per_bohr=0.049 multiplicity=1 charge=0 energy_ev=-8932.1780 e_lumo_ev=0.92 orbital_gap_ev=9.015 smiles="C=C(N)CCC.O"
C 0.10300 -1.67459 2.23664 -0.62
C 0.35876 -1.02922 0.82834 -0.41
C -1.02399 -0.36800 0.39426 -0.42
C -0.70314 0.89301 -0.41213 0.20
C -1.15233 1.02177 -1.65570 -0.56
N 0.11707 1.88651 0.10147 -0.83
H -0.04657 -2.77075 2.19412 0.21
H -0.82087 -1.27133 2.61324 0.20
H 0.86534 -1.62574 3.02531 0.22
H 1.17524 -0.32691 0.85937 0.22
H 0.43508 -1.74758 0.00840 0.21
H -1.51033 -1.05631 -0.28125 0.22
H -1.63290 -0.17759 1.25964 0.20
H -1.96506 0.49852 -2.16108 0.21
H -0.93048 1.81912 -2.36647 0.19
H 0.28166 1.92985 1.08774 0.38
H 0.49628 2.64815 -0.43216 0.40
H 1.63781 -0.15879 -2.09504 0.47
H 1.93505 1.09709 -2.84080 0.46
O 2.38040 0.41281 -2.36391 -0.94